Entry 1:
Formula: C34H44CdGeNO6S
Source: OMol25
Level of theory: wB97M-V/def2-TZVPD

For the frontier orbital gap (alpha / beta), the calculation gives 7.27 / 6.47 eV. The expectation value of S² is 0.760. The value obtained for the relative energy (zero: lowest compared OMol25 entry of this formula, charge and spin) is 38.5 kJ/mol. Its strongest force on any atom is 0.16 eV Å⁻¹. The value obtained for the LUMO energy (alpha / beta) is -0.013 / -0.043 Ha. Its spin multiplicity is 2. Its total energy is -4471.0824 Eh.

Cartesian coordinates (Å):
Cd1 0.242 -0.140 0.080
C1 -1.787 -3.936 0.560
C2 -1.690 -2.811 1.587
C3 -2.846 -1.830 1.419
C4 -1.733 -3.409 2.992
O1 -0.455 -2.133 1.350
Ge1 0.780 -1.583 2.700
O2 1.973 -1.306 1.234
C5 2.798 -2.379 0.745
C6 3.056 -3.419 1.837
C7 4.133 -1.780 0.318
C8 2.119 -3.060 -0.441
O3 0.190 0.178 2.375
C9 0.167 1.296 3.261
C10 -1.102 2.083 2.953
C11 0.137 0.824 4.713
C12 1.409 2.152 3.019
H1 -2.744 -4.455 0.632
H2 -1.681 -3.530 -0.447
H3 -0.984 -4.659 0.719
H4 -3.805 -2.326 1.584
H5 -2.745 -1.011 2.135
H6 -2.831 -1.390 0.422
H7 -2.656 -3.977 3.125
H8 -0.888 -4.081 3.158
H9 -1.704 -2.627 3.754
H10 3.482 -2.953 2.726
H11 2.138 -3.937 2.125
H12 3.759 -4.168 1.467
H13 4.598 -1.264 1.160
H14 4.809 -2.563 -0.032
H15 3.993 -1.063 -0.488
H16 1.121 -3.396 -0.156
H17 2.026 -2.363 -1.275
H18 2.702 -3.919 -0.780
H19 -1.981 1.473 3.168
H20 -1.151 2.992 3.558
H21 -1.133 2.360 1.900
H22 -0.705 0.147 4.874
H23 1.055 0.297 4.977
H24 0.026 1.679 5.382
H25 1.410 2.526 1.995
H26 1.438 3.002 3.704
H27 2.307 1.549 3.175
C13 -6.477 1.312 -1.683
O4 -5.821 2.567 -1.677
C14 -4.497 2.578 -1.397
C15 -3.898 3.858 -1.392
C16 -2.568 3.950 -1.121
C17 -1.749 2.826 -0.837
C18 -0.355 3.042 -0.544
C19 0.227 4.439 -0.617
O5 0.440 2.151 -0.205
C20 -2.360 1.529 -0.834
O6 -1.773 0.412 -0.594
C21 -3.753 1.458 -1.132
H28 -7.518 1.517 -1.917
H29 -6.410 0.827 -0.707
H30 -6.056 0.651 -2.445
H31 -4.506 4.728 -1.599
H32 -2.121 4.934 -1.113
H33 -0.017 4.941 -1.552
H34 1.307 4.358 -0.518
H35 -0.158 5.048 0.204
H36 -4.185 0.467 -1.122
S1 3.061 0.354 -3.985
C22 3.809 1.235 -2.692
C23 4.971 2.002 -2.711
C24 5.371 2.593 -1.530
C25 4.635 2.420 -0.349
C26 3.485 1.661 -0.330
C27 3.066 1.068 -1.521
N1 1.947 0.262 -1.670
C28 1.822 -0.164 -2.884
C29 0.685 -0.995 -3.292
C30 0.570 -1.626 -4.533
C31 -0.564 -2.369 -4.827
C32 -1.602 -2.482 -3.907
C33 -1.516 -1.854 -2.665
C34 -0.360 -1.174 -2.416
H37 5.544 2.128 -3.620
H38 6.270 3.194 -1.514
H39 4.980 2.886 0.565
H40 2.914 1.504 0.574
H41 1.367 -1.535 -5.262
H42 -0.646 -2.856 -5.789
H43 -2.487 -3.050 -4.162
H44 -2.320 -1.885 -1.942

---

Entry 2:
Formula: C34H45AuBN10S4
Source: OMol25
Level of theory: wB97M-V/def2-TZVPD

For the frontier orbital gap (alpha / beta), the calculation gives 5.48 / 5.48 eV. Its strongest force on any atom is 0.34 eV Å⁻¹. The value obtained for the LUMO energy (alpha / beta) is -0.146 / -0.146 Ha. Its total charge is +1. Its total energy is -3623.3573 Eh.

Cartesian coordinates (Å):
Au1 0.431 0.207 -0.507
C1 -2.676 -0.840 4.876
C2 -2.434 -0.650 3.377
C3 -2.212 0.831 3.112
C4 -3.629 -1.127 2.551
N1 -1.269 -1.528 2.996
C5 -1.349 -2.883 3.250
C6 -0.211 -3.449 2.804
N2 0.574 -2.455 2.279
B1 1.888 -2.842 1.545
N3 1.641 -3.337 0.103
C7 2.620 -4.101 -0.487
C8 2.240 -4.353 -1.751
N4 1.012 -3.754 -1.950
C9 0.658 -3.114 -0.802
S1 -0.749 -2.177 -0.502
C10 0.339 -3.921 -3.289
C11 0.224 -5.424 -3.551
C12 -1.057 -3.321 -3.375
C13 1.239 -3.252 -4.329
N5 2.943 -1.704 1.642
C14 3.605 -1.524 2.832
C15 4.383 -0.433 2.710
N6 4.200 0.072 1.436
C16 3.314 -0.730 0.795
S2 2.743 -0.606 -0.837
C17 4.953 1.314 1.034
C18 6.443 0.982 1.100
C19 4.623 1.832 -0.359
C20 4.584 2.398 2.048
C21 -0.085 -1.291 2.386
S3 0.533 0.251 1.860
H1 -3.505 -0.204 5.183
H2 -1.793 -0.551 5.447
H3 -2.935 -1.866 5.134
H4 -3.111 1.343 3.459
H5 -2.081 1.053 2.057
H6 -1.361 1.232 3.660
H7 -4.483 -0.480 2.752
H8 -3.920 -2.149 2.795
H9 -3.398 -1.080 1.486
H10 -2.198 -3.327 3.731
H11 0.111 -4.474 2.814
H12 2.353 -3.770 2.155
H13 3.501 -4.403 0.050
H14 2.733 -4.922 -2.516
H15 -0.384 -5.902 -2.782
H16 1.190 -5.924 -3.590
H17 -0.262 -5.577 -4.514
H18 -1.733 -3.744 -2.635
H19 -1.434 -3.571 -4.368
H20 -1.054 -2.241 -3.266
H21 2.223 -3.718 -4.381
H22 1.367 -2.195 -4.102
H23 0.776 -3.338 -5.312
H24 3.467 -2.194 3.661
H25 5.055 0.018 3.415
H26 6.689 0.186 0.396
H27 6.753 0.672 2.097
H28 7.018 1.867 0.831
H29 4.899 1.131 -1.142
H30 5.210 2.742 -0.494
H31 3.571 2.080 -0.473
H32 4.885 2.144 3.063
H33 3.507 2.575 2.041
H34 5.088 3.325 1.776
S4 0.355 0.238 -2.812
C22 -0.736 1.624 -2.959
N7 -0.976 2.043 -4.161
N8 -1.895 2.940 -4.449
C23 -3.127 3.244 -3.808
C24 -3.652 4.510 -4.022
C25 -4.899 4.838 -3.509
C26 -5.623 3.904 -2.786
C27 -5.095 2.633 -2.589
C28 -3.851 2.296 -3.094
N9 -1.217 2.321 -1.878
N10 -0.744 2.042 -0.760
C29 -1.221 2.873 0.303
C30 -0.323 3.251 1.288
C31 -0.756 4.062 2.324
C32 -2.079 4.479 2.371
C33 -2.969 4.098 1.373
C34 -2.544 3.296 0.328
H35 -1.821 3.252 -5.403
H36 -3.083 5.241 -4.583
H37 -5.300 5.829 -3.677
H38 -6.595 4.158 -2.384
H39 -5.662 1.889 -2.044
H40 -3.461 1.298 -2.945
H41 0.709 2.928 1.226
H42 -0.060 4.371 3.092
H43 -2.418 5.108 3.184
H44 -3.998 4.430 1.407
H45 -3.222 2.994 -0.459